94
Properties=species:S:1:pos:R:3:forces:R:3 method="wB97M-V/def2-TZVPD" homo_energy_ev=-10.1 charge=0 gap_ev=10.209 smiles="C[C@H]1COC(=O)O1.C[C@H]1COC(=O)O1.C[C@H]1COC(=O)O1.C[C@H]1COC(=O)O1.C[C@H]1COC(=O)O1.C[C@H]1COC(=O)O1.ClCCCl.ClCCCl" e_above_lowest_kcal_mol=63.41 largest_force_ha_per_bohr=0.1227 e_lumo_ha=0.0026
C -0.197175 0.023988 4.118473 1.46 -0.38 -1.27
C -0.973325 1.175288 4.673933 -2.14 -2.19 1.04
C -1.988235 0.723008 5.747533 0.57 -2.67 -1.48
O -1.990935 1.734488 6.667883 -0.20 1.61 0.74
C -0.871645 2.451448 6.484903 1.49 4.27 3.30
O -0.529995 3.407468 7.229873 -1.22 -3.79 -2.98
O -0.169495 2.035138 5.414773 0.56 1.12 0.72
H -0.691085 -0.810302 3.620373 -0.85 0.76 -0.46
H 0.441235 -0.600542 4.743383 -0.10 0.79 1.25
H 0.542215 0.442938 3.435913 -0.11 -0.20 -0.47
H -1.621215 1.738468 4.002243 0.73 0.14 -0.86
H -1.648805 -0.189602 6.237473 0.22 -0.16 0.11
H -2.928585 0.439328 5.274933 -0.38 0.72 0.35
C 0.001735 -0.519572 -4.747667 0.35 0.11 -1.07
C 0.083115 0.089048 -6.186527 -1.86 -1.82 1.96
C -1.257195 0.720908 -6.679817 0.64 -2.55 0.24
O -1.006885 2.058788 -6.581567 0.38 3.00 -0.48
C 0.316695 2.353358 -6.346897 -0.04 -0.42 1.06
O 0.845055 3.416188 -6.202517 -1.09 -1.03 -0.67
O 0.936315 1.167938 -6.116567 1.57 1.05 -0.74
H -0.363575 -1.545632 -4.790647 -0.57 0.15 0.07
H -0.578585 0.135718 -4.098107 0.05 -0.21 0.20
H 1.029175 -0.643292 -4.405367 0.02 0.35 0.25
H 0.418035 -0.757132 -6.786467 0.40 0.63 -0.65
H -2.110825 0.440788 -6.062607 0.09 0.11 0.26
H -1.484525 0.341098 -7.675897 0.04 0.63 -0.37
C -4.748315 1.570908 -0.050607 -0.56 -0.33 -0.98
C -5.027015 0.657918 -1.339717 1.44 1.47 1.74
C -3.723805 0.321428 -2.069297 -0.55 0.03 -0.49
O -3.695775 -1.136132 -2.076217 1.43 1.18 -1.00
C -4.570355 -1.617432 -1.234347 -1.41 0.05 0.75
O -4.678575 -2.786782 -0.968317 -0.32 1.32 0.11
O -5.345445 -0.567252 -0.766537 -0.77 -3.06 0.59
H -4.035875 1.002938 0.547663 -0.07 0.00 0.04
H -5.666505 1.721558 0.517143 -0.08 -0.32 -0.05
H -4.331485 2.571398 -0.166277 0.02 -0.11 -0.69
H -5.827455 0.977448 -2.007017 -0.01 0.16 0.17
H -2.881295 0.738618 -1.517737 0.17 -0.37 -0.33
H -3.789505 0.655138 -3.104867 0.47 -0.05 0.07
C 6.819925 2.922788 -0.758057 -0.08 0.04 -0.05
C 5.845925 4.128248 -0.904557 3.78 -2.35 1.21
C 5.387735 4.362708 -2.289497 0.44 -1.22 0.19
O 4.132165 4.869008 -1.999377 -3.04 1.20 0.26
C 3.681745 4.311878 -0.824357 -3.13 -0.26 0.72
O 2.544805 4.221988 -0.377227 1.76 0.88 -2.04
O 4.672395 3.768928 -0.166737 1.69 0.48 -0.29
H 6.281475 2.005978 -0.998147 -0.05 -0.02 0.04
H 7.253035 2.811388 0.235983 -0.45 0.20 0.22
H 7.706185 2.939728 -1.392367 -0.19 0.45 -0.42
H 6.378995 4.992738 -0.508827 -0.63 0.34 0.37
H 5.229735 3.404918 -2.785247 0.29 -0.09 -0.41
H 6.057975 4.999748 -2.866607 -0.51 0.26 0.05
C -0.916485 -3.136012 -1.775957 -0.37 -0.64 0.99
C -1.986165 -4.278612 -1.681957 0.12 3.41 -0.73
C -2.549155 -4.559362 -3.089307 -0.17 -0.17 1.36
O -2.272095 -5.987382 -3.212007 -1.04 0.98 -0.54
C -1.911365 -6.507722 -2.046517 2.18 -4.10 0.98
O -1.812465 -7.768292 -1.876417 -0.45 6.29 -0.01
O -1.454955 -5.446892 -1.180207 -0.35 -3.97 -1.22
H -0.145365 -3.307922 -2.526907 0.05 -0.40 0.10
H -0.495695 -3.057592 -0.773517 0.46 0.04 -0.06
H -1.321205 -2.142822 -1.970607 -0.55 -0.24 -0.12
H -2.762825 -3.990662 -0.973457 -0.09 0.32 -0.36
H -2.119765 -3.909772 -3.852027 0.62 -0.78 -0.21
H -3.606775 -4.295772 -3.098307 -0.23 -0.78 -0.07
C 1.380545 -6.159542 3.662663 1.18 0.07 -0.95
C 1.306345 -5.136542 2.534953 -2.57 -0.43 0.52
C -0.164575 -4.540872 2.320693 1.34 -1.77 -0.20
O 0.065255 -3.159272 2.249973 0.30 0.93 -0.94
C 1.387475 -2.863152 2.446003 -1.41 -0.63 2.74
O 1.821835 -1.761382 2.533683 0.29 -0.17 -0.96
O 1.968815 -3.985632 2.957133 1.69 1.29 -0.87
H 2.416155 -6.499312 3.649843 0.17 -0.05 0.34
H 0.818775 -7.065952 3.436943 -0.47 0.29 0.30
H 1.211745 -5.669632 4.621623 -0.45 -0.32 -0.06
H 1.727985 -5.531272 1.610563 0.03 0.11 -0.08
H -0.795745 -4.822222 3.163643 -0.05 0.39 0.10
H -0.609345 -4.922372 1.401593 -0.05 0.20 -0.03
Cl 3.358725 4.363978 2.681383 0.63 0.08 -0.37
C 1.688355 4.605418 3.098773 -1.10 -0.12 0.31
C 1.522315 4.788178 4.599363 -0.73 -0.65 -0.23
Cl 2.055585 6.361898 5.216093 -0.11 0.18 -0.17
H 1.078335 3.778918 2.734263 0.43 -0.84 0.55
H 1.159775 5.349608 2.503053 0.83 0.93 0.23
H 2.035445 4.048838 5.214323 0.15 -0.07 -0.45
H 0.463065 4.616918 4.791063 -0.05 0.53 0.34
Cl -1.245735 -0.550672 0.783333 0.47 0.87 -0.67
C 0.065905 0.318378 -0.137297 0.40 1.29 -0.04
C 0.087855 1.936548 -0.022767 -0.29 -1.67 0.15
Cl -1.546765 2.624088 -0.353807 0.53 -0.10 0.20
H 0.042635 0.004388 -1.180827 -0.65 0.19 -0.03
H 0.995355 -0.132892 0.209973 0.03 0.43 0.47
H 0.757405 2.435228 -0.723557 0.02 -0.55 -0.22
H 0.428595 2.278078 0.954653 -0.39 -0.25 0.10